(1)
21
Properties=species:S:1:pos:R:3:forces:R:3 method="wB97M-V/def2-TZVPD" smiles="COc1ccc2ccc(=O)oc2c1" homo_energy_ha=-0.3032 orbital_gap_ev=8.13 relative_energy_kcal_mol=53.9
C -3.154 -1.587 -0.387 -0.502 -4.419 2.880
C -0.834 -1.446 -0.362 2.575 -0.301 -0.702
C 0.543 -2.030 -0.325 -3.015 3.564 0.882
C 1.544 -1.176 0.020 3.190 -0.575 1.629
C 1.417 0.218 0.186 -3.750 -0.105 -1.786
C 2.474 1.112 0.300 -1.576 0.117 1.068
C 2.259 2.438 0.435 0.827 1.505 0.110
C 0.941 3.103 0.370 -2.214 -1.858 0.721
C 0.095 0.766 -0.008 0.414 -0.759 1.240
C -1.019 -0.068 -0.283 1.654 -0.707 0.060
H -3.892 -2.461 -0.579 0.964 1.938 -0.198
H -3.284 -1.407 0.783 0.348 0.321 -2.633
H -3.203 -0.733 -1.025 -0.504 0.118 -0.327
H 0.559 -3.044 -0.434 0.599 -2.538 -0.081
H 2.614 -1.500 0.460 -2.348 0.020 -1.738
H 3.367 0.570 0.442 1.653 0.401 0.039
H 3.152 3.017 0.679 -0.587 0.418 -0.334
H -1.963 0.338 -0.524 -0.404 0.836 0.383
O -1.853 -2.319 -0.538 -0.959 2.032 0.143
O 0.410 4.166 0.487 2.047 -0.251 -0.220
O -0.172 2.043 0.304 1.587 0.241 -1.139

=====

(2)
23
Properties=species:S:1:pos:R:3:forces:R:3 method="wB97M-V/def2-TZVPD" homo_energy_ha=-0.2619 orbital_gap_ev=7.15
B -0.449 0.897 0.509 4.464 -1.506 0.154
C -2.896 -2.548 -0.275 -0.327 -0.988 -0.351
C -2.386 -1.838 -1.334 0.051 1.411 -1.132
C -2.507 -2.284 1.020 1.183 -1.799 0.742
C 4.082 1.982 2.057 0.546 0.054 0.349
C -1.551 -0.738 -1.095 0.218 0.096 -0.539
C -1.643 -1.217 1.242 -0.933 1.806 0.034
C 3.067 1.044 2.129 -1.104 2.892 -3.177
C 4.016 2.875 1.034 -0.361 0.364 -0.069
C -1.227 -0.362 0.204 -0.985 -1.360 -0.032
C 2.180 1.301 1.083 1.148 -1.603 2.122
O -0.582 2.194 0.462 -0.809 1.089 -0.382
O 1.338 0.356 0.820 -6.453 0.367 -1.571
S 2.531 2.653 0.132 1.100 0.373 -0.100
H -3.572 -3.388 -0.433 0.196 0.165 -0.167
H -2.682 -1.999 -2.384 0.137 -0.294 0.736
H -2.628 -3.172 1.724 -0.358 1.944 -0.327
H 4.778 1.870 2.841 1.467 0.725 0.417
H -1.127 -0.152 -1.921 -0.397 -0.356 0.151
H -1.550 -0.701 2.181 0.477 -1.014 0.950
H 2.883 0.332 2.841 -0.170 -1.761 1.456
H 4.651 3.703 0.775 0.077 0.045 0.186
H -1.404 2.602 0.099 0.834 -0.650 0.551